Arrangement P

6 unconnected molecules or ions with the total composition H10IO5, computed with wB97M-V/def2-TZVPD.

Output
E_HOMO: -5.10 eV

```
! wB97M-V def2-TZVPD RIJCOSX def2/J DEFGRID3
* xyz -1 1
I -23.754 -12.597 -4.134
O -21.446 -9.867 -4.076
H -21.718 -9.933 -3.188
H -22.067 -10.383 -4.527
O -26.936 -11.483 -2.900
H -26.185 -11.938 -3.286
H -26.747 -11.536 -1.964
O -22.665 -16.084 -4.114
H -22.957 -15.202 -4.260
H -22.762 -16.622 -4.904
O -20.416 -12.296 -5.194
H -20.221 -11.447 -4.916
H -21.327 -12.455 -5.095
O -22.311 -14.599 -1.656
H -21.529 -14.105 -1.433
H -22.965 -14.103 -2.173
*
```

Arrangement Q

6 unconnected molecules or ions with the total composition H10IO5, computed with wB97M-V/def2-TZVPD.

Output
E_HOMO: -4.84 eV

```
! wB97M-V def2-TZVPD RIJCOSX def2/J DEFGRID3
* xyz -1 1
I -0.531 0.302 -0.574
O 0.096 -3.090 -2.046
H 0.092 -2.352 -1.385
H -0.235 -3.038 -2.885
O -3.296 0.124 1.558
H -3.109 -0.358 2.359
H -2.587 0.056 1.016
O -0.362 3.072 2.018
H -0.574 2.333 1.451
H -0.258 3.883 1.521
O 2.446 1.492 -2.451
H 1.513 1.512 -2.161
H 2.553 0.988 -3.302
O 1.427 -1.503 1.964
H 1.426 -2.450 1.680
H 1.400 -0.971 1.238
*
```

The most stable arrangement is arrangement P, and the next structure is 0.518 eV less stable.

Arrangement P

2 unconnected molecules or ions with the total composition C4H4N2O, computed with wB97M-V/def2-TZVPD.

Output
Structure (SMILES): O=C1C=C=NC=N1.[H][H]
E_HOMO: -9.51 eV

```
! wB97M-V def2-TZVPD RIJCOSX def2/J DEFGRID3
* xyz 0 1
O 2.442 -1.225 0.009
C 1.276 -0.918 -0.013
C 0.917 0.576 0.031
C -0.386 0.590 0.000
N -1.425 -0.079 -0.052
C -1.014 -1.418 -0.088
N 0.204 -1.825 -0.072
H 1.678 1.335 0.086
H -1.834 -2.126 -0.135
H -0.927 2.563 -0.256
H -0.931 2.527 0.489
*
```

Arrangement Q

2 unconnected molecules or ions with the total composition C4H4N2O, computed with wB97M-V/def2-TZVPD.

Output
Structure (SMILES): [H]/N=C(/O)C#N.C#C
E_HOMO: -10.96 eV

```
! wB97M-V def2-TZVPD RIJCOSX def2/J DEFGRID3
* xyz 0 1
H 2.660 -0.967 -1.557
N 2.551 -0.476 -0.677
C 1.381 -0.077 -0.414
O 1.136 0.603 0.704
C 0.276 -0.327 -1.317
N -0.499 -0.583 -2.123
H 0.178 0.724 0.853
C -1.985 -0.273 0.904
C -1.837 0.823 1.359
H -2.115 -1.231 0.494
H -1.748 1.785 1.775
*
```

Arrangement R

C4H4N2O in the gas phase, computed with wB97M-V/def2-TZVPD.

Output
E_HOMO: -8.60 eV

```
! wB97M-V def2-TZVPD RIJCOSX def2/J DEFGRID3
* xyz 0 1
C -1.639 -0.720 0.012
C -0.286 0.582 0.174
C 1.006 1.179 -0.105
C -0.136 -0.698 0.216
H -1.746 -1.355 -0.929
H -2.303 -0.787 0.935
H 1.178 2.265 0.131
H 2.796 -0.110 0.143
N 1.709 -0.013 -0.043
N 1.051 -1.206 -0.257
O -1.631 0.863 -0.276
*
```

Arrangement S

2 unconnected molecules or ions with the total composition C4H4N2O, computed with wB97M-V/def2-TZVPD.

Output
E_HOMO (alpha / beta): -9.12 / -9.11 eV

```
! wB97M-V def2-TZVPD RIJCOSX def2/J DEFGRID3
* xyz 0 1
N -1.665 1.753 1.082
C -0.697 1.505 0.487
C 0.483 1.297 -0.258
O 1.163 0.189 -0.254
C 0.954 -0.976 0.282
C -0.142 -1.281 1.118
N -1.015 -1.606 1.815
H 0.940 2.086 -0.837
H -0.932 -0.276 -1.839
H -0.814 -0.993 -1.666
H 1.727 -1.698 0.069
*
```

The most stable arrangement is arrangement Q, and the next structure is 0.830 eV less stable.

Arrangement P

C4H4N2O in the gas phase, computed with wB97M-V/def2-TZVPD.

Output
Structure (SMILES): N=C=C/N=C\C=O
E_HOMO: -8.37 eV

```
! wB97M-V def2-TZVPD RIJCOSX def2/J DEFGRID3
* xyz 0 1
N -1.966 -1.341 0.109
C -1.150 -0.845 0.815
C -0.307 -0.128 1.599
N 0.675 0.666 1.097
C 1.135 0.928 -0.077
C 0.751 0.475 -1.427
O -0.146 -0.296 -1.720
H -1.979 -1.818 -0.777
H -0.400 -0.155 2.683
H 1.994 1.602 -0.077
H 1.392 0.912 -2.225
*
```

Arrangement Q

2 unconnected molecules or ions with the total composition C4H4N2O, computed with wB97M-V/def2-TZVPD.

Output
Structure (SMILES): [H]/N=C/N=C=O.C#C
E_HOMO: -10.21 eV

```
! wB97M-V def2-TZVPD RIJCOSX def2/J DEFGRID3
* xyz 0 1
H -2.570 0.339 0.092
N -1.612 0.018 0.195
C -1.546 -1.224 -0.044
N -0.357 -1.941 -0.001
C 0.808 -1.645 0.209
O 1.951 -1.520 0.385
H -2.398 -1.858 -0.302
C 2.003 2.097 -0.227
C 0.845 1.818 -0.040
H 3.025 2.384 -0.396
H -0.181 1.515 0.130
*
```

Arrangement R

C4H4N2O in the gas phase, computed with wB97M-V/def2-TZVPD.

Output
Structure (SMILES): [H]/N=C/N=C=CC=O
E_HOMO: -9.53 eV

```
! wB97M-V def2-TZVPD RIJCOSX def2/J DEFGRID3
* xyz 0 1
H 2.027 1.261 -2.438
N 1.590 0.760 -1.669
C 0.559 0.147 -2.061
N -0.137 -0.688 -1.164
C -0.554 -0.426 -0.057
C -1.096 -0.261 1.138
C -0.313 -0.247 2.383
O 0.887 -0.125 2.466
H 0.151 0.118 -3.075
H -2.176 -0.175 1.188
H -0.938 -0.364 3.290
*
```

The most stable arrangement is arrangement R, and the next structure is 0.439 eV less stable.

Arrangement P

2 unconnected molecules or ions with the total composition C6H11N2S, computed with wB97M-V/def2-TZVPD.

Output
E_HOMO (alpha / beta): -12.85 / -12.85 eV

```
! wB97M-V def2-TZVPD RIJCOSX def2/J DEFGRID3
* xyz 1 1
C 1.808 -1.872 0.258
C 2.228 -0.891 -0.688
C 0.513 -1.878 0.651
C -1.308 -0.310 -0.702
C -0.553 -0.855 0.499
C -2.549 0.473 -0.658
N -0.074 0.343 -0.318
N 1.571 2.301 0.249
S 1.249 0.291 -1.210
H 2.466 -2.691 0.553
H 3.106 -0.902 -1.219
H 0.371 -2.667 1.397
H -1.206 -0.760 -1.647
H -1.026 -0.563 1.456
H -3.041 0.367 -1.567
H -2.332 1.478 -0.623
H -3.082 0.185 0.277
H 2.411 2.055 0.864
H 0.702 2.582 0.593
H 1.938 2.872 -0.529
*
```

Arrangement Q

A gas-phase ion, C6H11N2S (charge +1), computed with wB97M-V/def2-TZVPD.

Output
Structure (SMILES): Cc1[nH]cc([C@@H](C)S)[nH+]1
E_HOMO: -12.80 eV

```
! wB97M-V def2-TZVPD RIJCOSX def2/J DEFGRID3
* xyz 1 1
C 2.744 1.012 1.493
C 1.467 0.627 0.961
N 0.516 0.198 1.854
C -0.578 -0.241 1.122
C -0.206 -0.105 -0.189
C -0.959 -0.624 -1.558
C -2.343 -1.171 -1.113
S -1.121 0.498 -3.014
N 1.023 0.495 -0.262
H 2.562 1.838 2.280
H 3.210 0.127 1.868
H 3.339 1.289 0.595
H 0.666 0.281 2.866
H -1.397 -0.639 1.739
H -0.277 -1.438 -1.890
H -2.364 -0.846 -0.109
H -3.130 -0.697 -1.736
H -2.496 -2.251 -1.153
H -2.198 1.035 -2.614
H 1.543 0.612 -1.141
*
```

The most stable arrangement is arrangement Q, and the next structure is 3.697 eV less stable.

Arrangement P

A molecular structure, C6H11N2S, computed with wB97M-V/def2-TZVPD.

Output
E_HOMO: -13.65 eV

```
! wB97M-V def2-TZVPD RIJCOSX def2/J DEFGRID3
* xyz 1 1
C 0.016 1.371 1.631
C 1.476 1.532 -0.181
C 0.445 0.796 0.342
C 0.462 -1.710 0.333
C 0.048 -0.464 -1.697
C -1.646 -0.453 0.028
N 0.606 2.434 1.947
N -0.197 -0.405 -0.213
S 1.846 2.780 0.973
H -0.919 1.112 2.114
H 2.116 1.549 -1.097
H -0.329 -2.440 0.384
H 1.305 -1.960 -0.247
H 0.716 -1.493 1.363
H -0.473 -1.286 -2.121
H -0.403 0.459 -1.980
H 1.030 -0.283 -2.034
H -2.010 -1.425 -0.057
H -1.817 -0.209 1.102
H -2.271 0.095 -0.591
*
```

Arrangement Q

A gas-phase ion, C6H11N2S (charge +1), computed with wB97M-V/def2-TZVPD.

Output
E_HOMO: -14.18 eV

```
! wB97M-V def2-TZVPD RIJCOSX def2/J DEFGRID3
* xyz 1 1
C 0.447 0.103 0.251
C 2.252 -0.857 0.710
C -1.748 -0.148 0.822
C -1.031 -0.323 -1.638
C -0.856 1.995 -0.380
C -0.811 0.482 -0.299
N 1.067 -1.302 0.493
N 3.237 -1.631 1.117
S 1.951 0.915 0.738
H -1.182 -0.742 1.564
H -2.279 0.679 1.397
H -2.457 -0.827 0.266
H -0.689 0.376 -2.545
H -2.035 -0.492 -1.855
H -0.521 -1.303 -1.798
H -1.411 2.265 -1.193
H 0.194 2.517 -0.400
H -1.272 2.299 0.519
H 2.946 -2.590 1.338
H 4.198 -1.417 0.894
*
```

The most stable arrangement is arrangement P, and the next structure is 1.336 eV less stable.

Arrangement P

A gas-phase ion, C6H11N2S (charge +1), computed with wB97M-V/def2-TZVPD.

Output
E_HOMO: -13.73 eV

```
! wB97M-V def2-TZVPD RIJCOSX def2/J DEFGRID3
* xyz 1 1
C -0.520 0.389 -0.251
C 1.848 0.557 -1.403
C 0.738 -0.238 -0.602
C 2.232 0.112 -0.240
C 2.993 -0.142 0.953
C -2.945 0.410 0.326
N -1.559 -1.660 -0.217
N -1.673 -0.225 -0.178
S -0.703 2.130 -0.126
H 2.082 0.943 -2.362
H 0.591 2.370 0.115
H -1.328 -2.039 0.667
H 0.523 -1.237 -0.924
H 3.569 -1.093 0.848
H 2.390 -0.533 1.664
H 3.668 0.587 1.379
H -2.531 1.366 0.718
H -3.548 -0.309 0.884
H -3.523 0.597 -0.470
H -2.305 -1.987 -0.781
*
```

Arrangement Q

A gas-phase ion, C6H11N2S (charge +1), computed with wB97M-V/def2-TZVPD.

Output
E_HOMO (alpha / beta): -12.75 / -13.05 eV

```
! wB97M-V def2-TZVPD RIJCOSX def2/J DEFGRID3
* xyz 1 1
C -0.095 1.977 -0.098
C -1.128 0.932 -0.028
C 2.017 0.528 0.919
C -2.492 1.478 0.035
C -1.628 -1.451 0.130
C 2.866 -1.191 -0.560
N -0.753 -0.277 0.178
N 2.469 -0.649 0.717
S 1.555 1.804 -0.092
H -0.431 2.959 -0.233
H -2.846 2.268 0.604
H -3.025 1.585 -0.980
H -3.070 0.681 0.642
H -2.611 -1.307 -0.056
H -1.316 -1.978 -0.790
H -1.163 -2.143 0.813
H 3.735 -1.967 -0.378
H 2.056 -1.581 -1.129
H 3.264 -0.310 -1.187
H 2.596 -1.359 1.493
*
```

Arrangement R

A gas-phase ion, C6H11N2S (charge +1), computed with wB97M-V/def2-TZVPD.

Output
E_HOMO (alpha / beta): -12.94 / -12.94 eV

```
! wB97M-V def2-TZVPD RIJCOSX def2/J DEFGRID3
* xyz 1 1
C 0.459 -0.219 1.495
C 1.410 -0.601 0.615
C 0.788 0.258 -1.726
C -0.909 -0.052 1.482
C 1.701 0.738 -2.829
C -1.580 0.807 2.592
N 1.487 -0.348 -0.704
N -0.433 0.443 -1.588
S -1.903 -0.783 0.243
H 0.893 -0.360 2.593
H 2.300 -0.884 1.090
H 2.601 1.274 -2.359
H 1.134 1.446 -3.570
H 2.114 -0.041 -3.483
H -1.766 1.769 2.125
H -1.058 0.954 3.472
H -2.509 0.418 2.785
H 2.463 -0.364 -0.934
H -1.048 0.674 -2.377
H -2.978 -0.321 0.921
*
```

The most stable arrangement is arrangement R, and the next structure is 1.984 eV less stable.